No. 1
A structure of composition ClH10O5Zn at a distorted geometry, computed with wB97M-V/def2-TZVPD.

Properties
* energy: -71329.65938 eV
* frontier orbital gap: 3.56 eV
* energy relative to the best compared isomer or geometry (same formula, charge and spin): 165.9 kcal/mol
* multiplicity: 1
* net charge: +1

Cartesian coordinates (Å):
Zn  0.217  1.252  -3.404
Cl  -0.270  0.118  -1.335
O  1.388  -2.556  -0.874
H  0.808  -3.257  -1.170
H  1.007  -1.758  -1.241
O  -2.439  -1.584  0.458
H  -1.539  -1.351  0.234
H  -2.788  -1.989  -0.336
O  1.471  -0.270  1.377
H  1.437  -1.226  1.427
H  0.939  -0.051  0.612
O  1.479  2.799  0.305
H  1.611  1.855  0.224
H  2.153  3.083  0.924
O  -2.094  1.913  1.022
H  -1.892  1.552  0.159
H  -1.488  1.471  1.616

No. 2
A cluster of 2 separate species, C2H5O2S in total, computed with wB97M-V/def2-TZVPD.

Properties
* energy: -17086.55055 eV
* frontier orbital gap: 7.16 eV
* energy relative to the best compared isomer or geometry (same formula, charge and spin): 13.6 kcal/mol
* multiplicity: 1
* net charge: -1

Cartesian coordinates (Å):
C  -1.025  1.478  -0.064
S  0.252  1.666  -1.345
H  -0.585  1.530  0.935
H  -1.870  2.177  -0.043
H  -1.472  0.482  -0.076
O  0.759  -3.001  0.353
C  0.966  -1.817  0.365
O  1.233  -1.089  -0.683
H  0.948  -1.277  1.328
H  0.794  -0.148  -0.770